The following is a quantum chemistry calculation of 3 unconnected molecules or ions with the total composition CH5O4, from OMol25.

Properties
* HOMO level: -4.3 eV
* energy above the lowest of the compared OMol25 structures with the same formula, charge and spin: 89.8 kJ/mol
* spin multiplicity: 1
* charge: -1
* molecular weight: 81.05 g/mol

Structure (XYZ):
```
10
Properties=species:S:1:pos:R:3:forces:R:3
O -1.478 -0.577 1.011 -1.7 0.5 0.5
C -0.349 -0.917 0.692 3.0 -0.6 -0.9
O 0.778 -0.387 0.955 -1.4 -0.7 -0.3
H -0.281 -1.876 0.019 0.0 0.8 0.6
H -3.182 -0.190 0.203 0.0 0.6 0.3
H -3.923 -0.182 -1.127 -0.2 1.4 2.3
O -3.933 0.298 -0.217 0.4 -2.0 -2.5
H 4.430 0.910 -1.192 -0.6 -0.9 0.1
H 3.650 1.351 0.184 0.4 -0.6 -1.2
O 4.286 1.571 -0.529 0.1 1.4 1.1
```
Positions in Å, forces in eV/Å.